1.
The following is a DFT calculation (ωB97M-V/def2-TZVPD) of C20H36AlBrI3O5 as an isolated structure in a non-equilibrium geometry.

As for the spin multiplicity: 1. Its charge is -1.

CARTESIAN COORDINATES (ANGSTROEM)
C: -1.801 -2.627 -3.257
C: -0.457 -3.291 -2.622
I: -0.210 -5.485 -2.933
C: 0.536 -2.487 -1.861
I: 2.269 -3.719 -1.164
C: 0.478 -0.877 -1.555
C: 1.541 -0.312 -2.633
C: 2.202 1.145 -2.432
C: 3.202 1.354 -3.763
Br: 0.971 2.719 -2.480
O: -0.722 -0.079 -1.799
Al: -1.420 0.897 -0.351
C: -2.105 2.804 -0.582
C: -1.897 3.773 0.763
C: -2.131 5.374 0.350
C: -3.286 5.583 -0.797
C: -0.728 6.006 -0.257
O: 0.175 0.558 0.627
C: 0.756 -0.722 0.089
C: 0.039 -1.805 1.103
O: -1.303 -2.249 0.720
C: -2.026 -2.850 1.880
O: -1.587 -4.231 2.120
C: -0.790 -4.374 3.344
C: 0.753 -4.922 3.088
O: 0.819 -5.717 1.851
C: 2.348 -0.486 0.550
C: 2.682 -0.946 2.080
C: 2.066 0.084 3.245
I: 4.894 -0.698 2.293
H: -2.499 -2.322 -2.338
H: -2.427 -3.407 -3.877
H: -1.622 -1.609 -3.846
H: 1.016 -0.322 -3.705
H: 2.433 -1.098 -2.740
H: 2.913 1.293 -1.515
H: 3.282 0.349 -4.396
H: 4.240 1.815 -3.481
H: 2.667 2.129 -4.495
H: -2.600 0.076 0.381
H: -1.726 3.382 -1.528
H: -3.290 2.728 -0.704
H: -0.852 3.611 1.281
H: -2.747 3.422 1.523
H: -2.458 5.999 1.293
H: -3.681 6.694 -0.896
H: -4.224 4.898 -0.651
H: -2.830 5.302 -1.857
H: -0.199 6.667 0.560
H: -1.035 6.627 -1.229
H: -0.003 5.113 -0.557
H: 0.685 -2.784 1.289
H: -0.084 -1.318 2.187
H: -3.161 -2.921 1.520
H: -2.032 -2.155 2.821
H: -0.738 -3.425 4.026
H: -1.322 -5.220 3.993
H: 1.459 -3.965 2.994
H: 1.133 -5.525 4.043
H: 0.651 -5.137 1.041
H: 3.113 -0.912 -0.235
H: 2.490 0.700 0.531
H: 2.509 -2.076 2.327
H: 2.838 0.334 4.087
H: 1.680 1.097 2.758
H: 1.150 -0.459 3.778

Löwdin population analysis, charges in e, atoms 1 to 5: number 1, C, carries -0.167; number 2, C, carries -0.671; number 3, I, carries 0.620; number 4, C, carries -0.512; number 5, I, carries 0.791

---

2.
The following is a DFT calculation (ωB97M-V/def2-TZVPD) of a 5-piece molecular cluster, C21H49BNO22P4S overall in a non-equilibrium geometry.

As for the spin multiplicity: 1. For the energy above the lowest of the compared OMol25 structures with the same formula, charge and spin, the calculation gives 702.2 kJ/mol. Its charge is +1.

CARTESIAN COORDINATES (ANGSTROEM)
C: 8.358 -8.511 4.363
C: 6.802 -8.324 4.810
O: 5.939 -9.145 3.970
B: 4.818 -8.371 3.463
O: 5.070 -7.203 2.675
N: 3.428 -8.896 3.772
C: 3.170 -10.275 3.355
C: 1.787 -10.940 3.559
C: 0.636 -10.097 4.235
C: -0.809 -10.738 4.423
O: -1.556 -10.889 3.417
O: -1.375 -11.130 5.672
C: 1.017 -8.642 4.650
C: 2.451 -8.044 4.398
S: 2.697 -6.279 4.907
C: 2.410 -5.125 3.450
O: 3.981 -6.006 5.641
O: 1.567 -5.954 5.883
H: 9.081 -8.022 5.112
H: 8.550 -9.644 4.262
H: 8.520 -8.045 3.317
H: 6.712 -8.603 5.920
H: 6.601 -7.196 4.738
H: 5.678 -7.416 1.933
H: 3.976 -10.920 2.839
H: 1.561 -12.020 3.236
H: -0.820 -10.726 6.389
H: 0.234 -7.973 5.157
H: 1.849 -5.735 2.646
H: 1.657 -4.314 3.787
H: 3.372 -4.644 3.071
C: -1.531 -2.000 4.022
O: -1.725 -1.985 2.615
P: -0.438 -1.742 1.697
O: 0.632 -2.758 1.827
O: 0.018 -0.250 2.065
C: -0.923 0.811 1.942
O: -1.063 -1.595 0.233
C: -0.150 -1.405 -0.839
H: -2.065 -2.852 4.444
H: -0.474 -2.075 4.288
H: -1.941 -1.080 4.444
H: -1.028 1.300 2.912
H: -1.905 0.460 1.616
H: -0.546 1.532 1.217
H: 0.704 -0.796 -0.529
H: -0.669 -0.888 -1.647
H: 0.201 -2.372 -1.200
C: -4.548 4.634 -2.136
O: -4.835 3.244 -2.029
P: -3.650 2.223 -2.351
O: -2.461 2.336 -1.474
O: -3.348 2.467 -3.908
C: -4.412 2.349 -4.844
O: -4.381 0.800 -2.324
C: -3.564 -0.340 -2.541
H: -4.948 5.147 -1.261
H: -3.474 4.825 -2.201
H: -5.036 5.027 -3.031
H: -4.510 3.293 -5.384
H: -5.366 2.118 -4.363
H: -4.171 1.556 -5.553
H: -2.771 -0.126 -3.263
H: -4.187 -1.143 -2.936
H: -3.124 -0.660 -1.595
C: 0.645 5.462 1.791
O: 1.655 5.199 0.827
P: 1.731 6.171 -0.441
O: 1.994 7.592 -0.131
O: 0.347 5.905 -1.210
C: 0.013 4.577 -1.586
O: 2.825 5.465 -1.373
C: 3.152 6.124 -2.587
H: 1.084 5.408 2.787
H: 0.195 6.447 1.652
H: -0.132 4.698 1.704
H: -0.942 4.313 -1.129
H: 0.767 3.852 -1.269
H: -0.087 4.534 -2.671
H: 2.276 6.615 -3.020
H: 3.519 5.380 -3.296
H: 3.935 6.861 -2.405
C: -1.124 7.184 -4.159
O: -2.118 8.198 -4.160
P: -3.321 8.040 -5.201
O: -4.148 6.823 -5.028
O: -2.602 8.159 -6.631
C: -1.811 9.306 -6.912
O: -4.112 9.423 -5.060
C: -5.284 9.575 -5.849
H: -0.913 6.897 -3.128
H: -1.441 6.299 -4.717
H: -0.212 7.584 -4.610
H: -0.799 8.981 -7.158
H: -1.765 9.996 -6.067
H: -2.238 9.825 -7.771
H: -5.172 9.088 -6.821
H: -5.455 10.640 -6.011
H: -6.139 9.151 -5.321

Löwdin population analysis, charges in e, atoms 1 to 5: number 1, C, carries -0.072; number 2, C, carries -0.221; number 3, O, carries 0.012; number 4, B, carries -0.527; number 5, O, carries 0.141

---

3.
The following is a DFT calculation (ωB97M-V/def2-TZVPD) of one molecule with the formula C3H6N4O in a non-equilibrium geometry.

As for the spin multiplicity: 1. For the energy above the lowest of the compared OMol25 structures with the same formula, charge and spin, the calculation gives 602.5 kJ/mol. As for the SMILES: O/N=C1/CNNC=N1.

CARTESIAN COORDINATES (ANGSTROEM)
O: -2.499 -0.454 -0.398
N: -1.773 0.774 0.115
C: -0.560 0.331 0.189
C: 0.562 1.153 0.427
N: 1.668 0.889 -0.364
N: 1.961 -0.477 -0.355
C: 0.998 -1.311 0.205
N: -0.310 -1.064 0.193
H: -3.613 -0.257 -0.256
H: 0.254 2.256 0.321
H: 0.831 1.149 1.555
H: 1.453 1.575 -1.204
H: 2.938 -0.846 -0.299
H: 1.302 -2.142 1.025

Löwdin population analysis, charges in e, atoms 1 to 5: number 1, O, carries -0.205; number 2, N, carries 0.071; number 3, C, carries -0.443; number 4, C, carries -0.275; number 5, N, carries -0.066

---

Across the entries above, E takes the values -4869.14099 -4328.05687 -411.97945 hartree, respectively.
Across the entries above, HOMO level takes the values -5.35 -11.61 -8.31 eV, respectively.